[1]
8
Properties=species:S:1:pos:R:3:mulliken_charge:R:1 method="wB97M-V/def2-TZVPD" total_charge=0 homo_energy_ev=-9.30 total_energy_ha=-1073.39657 e_above_lowest_ev=2.641 homo_lumo_gap_ev=8.834
C -0.5467 0.1504 0.2328 0.393
C 0.6234 -0.4408 0.3599 0.292
F -0.5550 1.4863 0.0460 -0.210
F 0.5717 -2.3108 0.1862 -0.490
S -2.1351 -0.5798 0.2808 -0.140
S 2.2464 -0.1144 0.6209 -0.173
H -2.7416 0.5601 -0.0743 0.157
H 2.6810 -0.8587 -0.4087 0.170

[2]
9
Properties=species:S:1:pos:R:3:mulliken_charge:R:1 method="wB97M-V/def2-TZVPD" total_charge=0 homo_energy_ev="-9.34 / -9.34" total_energy_ha=-506.81903 e_above_lowest_ev=5.852 homo_lumo_gap_ev="8.652 / 8.653"
C -0.0296 -0.5850 -0.1286 0.177
C -0.9696 0.4853 0.1848 0.497
N 1.3061 -0.3754 -0.1244 -0.063
O 1.7182 0.8264 -0.1773 -0.545
F -0.6009 -1.7972 -0.0532 -0.224
F -1.9541 0.0452 0.9418 -0.227
F -1.5301 0.9001 -0.9851 -0.260
H 2.5327 -0.9858 -0.2492 0.425
H -0.4726 1.4864 0.5913 0.220

[3]
10
Properties=species:S:1:pos:R:3:mulliken_charge:R:1 method="wB97M-V/def2-TZVPD" total_charge=0 homo_energy_ev=-10.03 total_energy_ha=-905.15961 e_above_lowest_ev=0.998 homo_lumo_gap_ev=9.559
F -0.8229 0.1394 -2.1363 -0.142
C -1.9264 0.5093 -1.5577 0.501
F -2.2323 1.7521 -1.8713 -0.143
S -2.6964 -0.3668 -0.3877 -0.216
N 0.2396 -0.4899 0.3518 -0.397
C 0.3056 -0.6317 1.5410 0.537
O 0.5418 -0.4110 2.6548 -0.390
H 0.3688 -1.1420 -0.3516 0.267
F 3.4540 0.6309 0.7827 -0.394
H 2.7682 0.0099 0.9744 0.377

[4]
13
Properties=species:S:1:pos:R:3:mulliken_charge:R:1 method="wB97M-V/def2-TZVPD" total_charge=0 homo_energy_ev=-11.50 total_energy_ha=-1180.09357 homo_lumo_gap_ev=10.791
C 0.2636 1.4959 0.0586 0.284
C 1.3327 -1.3339 -0.1227 0.460
N 0.0109 0.1298 0.2331 -0.239
O -2.4149 0.7408 0.7518 -0.566
O -1.7135 -1.6124 0.8320 -0.567
F 1.2428 1.9977 0.8187 -0.254
F 0.6939 1.5944 -1.2648 -0.285
F 2.3433 -0.9966 0.6022 -0.152
F 1.6333 -1.2349 -1.4126 -0.157
F -1.8694 -0.3143 -1.2580 -0.244
S -1.5657 -0.2974 0.3160 1.193
H -0.7504 2.0596 0.2797 0.234
H 0.7937 -2.2286 0.1662 0.293

[5]
7
Properties=species:S:1:pos:R:3:lowdin_spin:R:1 method="wB97M-V/def2-TZVPD" total_charge=0 homo_energy_ev="-8.74 / -8.48" multiplicity=2 total_energy_ha=-405.72961 e_above_lowest_ev=0.807 homo_lumo_gap_ev="8.963 / 5.748" s2=0.76
O 0.7336 0.6595 -0.2950 0.182
C 0.5047 -0.7103 0.0052 0.007
C 0.0724 0.3125 0.9786 0.086
Hg -1.0293 1.6742 -1.2032 0.595
H 1.3484 -1.2623 0.4997 0.000
H -0.2298 -1.2326 -0.6176 0.000
F -1.4001 0.5589 0.6323 0.130

[6]
9
Properties=species:S:1:pos:R:3:mulliken_charge:R:1 method="wB97M-V/def2-TZVPD" total_charge=0 homo_energy_ev=-8.83 total_energy_ha=-1145.46644 e_above_lowest_ev=3.234 homo_lumo_gap_ev=8.377
F 1.8766 -0.6893 -0.4504 -0.210
C 1.0072 -0.3791 0.4943 -0.073
I 1.4804 -1.1817 2.3207 0.127
C 0.3567 0.8615 0.4560 -0.338
I 0.0287 2.2911 -1.0603 0.106
H 0.0097 1.1685 1.4832 0.328
O -1.2926 -0.1416 -1.0173 -0.578
I -2.8221 -1.2288 -1.4988 0.172
H -0.6447 -0.7005 -0.7274 0.466

[7]
9
Properties=species:S:1:pos:R:3:lowdin_spin:R:1 method="wB97M-V/def2-TZVPD" total_charge=+2 homo_energy_ev="-16.11 / -16.11" multiplicity=4 total_energy_ha=-851.57014 e_above_lowest_ev=0.000 homo_lumo_gap_ev="6.639 / 6.687" s2=3.75
H 1.6331 0.2955 0.0123 0.000
O -0.6255 0.7827 1.5594 0.000
C 0.4582 0.5089 1.0275 0.000
C 0.3942 0.1561 -0.4397 -0.001
O -0.6745 -0.5671 -0.7175 -0.011
Li -2.0535 -0.1538 0.6738 0.000
Pr -1.1550 -1.9321 -2.8338 3.013
F 1.3763 -0.0253 1.9014 0.000
H 0.6467 0.9352 -1.1833 0.000

[8]
8
Properties=species:S:1:pos:R:3:mulliken_charge:R:1 method="wB97M-V/def2-TZVPD" total_charge=+1 homo_energy_ev=-12.87 total_energy_ha=-432.30212 e_above_lowest_ev=0.000 homo_lumo_gap_ev=8.509
H 1.2676 0.7066 0.7508 0.262
C -0.6885 1.0275 0.0638 -0.342
C 0.4564 0.3330 0.0803 0.264
O 0.5169 -0.9836 -0.0010 -0.722
Tl 2.3866 -1.8520 -0.6024 0.605
Li -1.2238 -1.6037 -0.2055 0.903
F -1.8629 0.2766 -0.0597 -0.302
H -0.8524 2.0957 -0.0264 0.333

[9]
9
Properties=species:S:1:pos:R:3:mulliken_charge:R:1 method="wB97M-V/def2-TZVPD" total_charge=0 homo_energy_ev=-9.50 total_energy_ha=-416.75358 e_above_lowest_ev=0.095 homo_lumo_gap_ev=10.320
O 1.8831 -0.7008 0.0001 -0.497
C 0.6131 -0.2629 -0.0051 0.503
N -0.4514 -1.0393 -0.0006 -0.654
N -1.4599 -0.1824 -0.0009 0.403
N -1.1393 1.1005 0.0024 -0.558
C 0.1846 1.0725 -0.0015 0.449
F 0.9101 2.1684 -0.0008 -0.260
H 1.8647 -1.6669 0.0106 0.368
H -2.4048 -0.4892 -0.0041 0.246

[10]
9
Properties=species:S:1:pos:R:3:mulliken_charge:R:1 method="wB97M-V/def2-TZVPD" total_charge=0 homo_energy_ev=-8.66 total_energy_ha=-739.55242 e_above_lowest_ev=3.931 homo_lumo_gap_ev=9.046
C 0.7750 0.4778 0.1934 0.166
C -1.6182 0.2259 -0.8884 0.586
N 1.1156 -0.1295 1.1665 0.673
N -0.9093 -0.2627 -1.7652 -0.427
N 1.2322 -1.0036 1.9756 -0.968
F 0.6268 1.7079 -0.2522 -0.167
S -2.4614 0.7559 0.2559 -0.361
H -0.9109 -0.5453 -2.7170 0.265
H 2.1504 -1.2263 2.0314 0.232

[11]
9
Properties=species:S:1:pos:R:3:mulliken_charge:R:1 method="wB97M-V/def2-TZVPD" total_charge=0 homo_energy_ev=-9.20 total_energy_ha=-739.68441 e_above_lowest_ev=0.340 homo_lumo_gap_ev=9.919
F -1.7884 -1.0263 -0.1482 -0.256
C -0.9468 -0.0438 -0.0615 0.638
N -1.4277 1.1199 0.0407 -0.564
N -0.3829 1.8892 0.2079 0.352
N 0.8094 1.2390 0.2833 -0.577
C 0.4221 0.0113 0.0932 0.289
S 1.6208 -1.2979 -0.1731 -0.241
H -0.3938 2.8298 0.3880 0.212
H 0.7134 -2.3680 -0.1973 0.148

[12]
8
Properties=species:S:1:pos:R:3:mulliken_charge:R:1 method="wB97M-V/def2-TZVPD" total_charge=0 homo_energy_ev=-10.54 total_energy_ha=-382.35358 e_above_lowest_ev=4.812 homo_lumo_gap_ev=10.919
O 2.7634 2.0922 0.3435 -0.387
C 3.2085 1.0274 0.2262 0.631
N 3.9573 0.1125 0.1963 -0.153
F 4.0275 -1.1612 -0.2756 -0.084
C 0.0500 -0.7655 -0.0881 -0.078
O 1.1856 -0.7175 -0.4166 -0.345
H -0.3001 -1.8180 0.2879 0.200
H -0.8349 0.0063 -0.1901 0.217